The following is a quantum chemistry calculation of a 4-piece molecular cluster, C11H21ClF3N3O9S overall at a distorted geometry, from OMol25.

The geometry in ORCA input format:
```
! wB97M-V def2-TZVPD RIJCOSX def2/J DEFGRID3
* xyz 0 1
O 1.2049 -0.4497 2.6694
S 1.0489 -0.2873 1.1386
O 2.4510 0.1077 0.5316
C -0.1341 1.0947 0.6217
C -0.5727 0.7710 -0.9274
C -1.2834 -0.7324 -1.1100
C -2.8748 -0.4426 -1.3699
C -3.6924 0.1721 -0.0894
C -4.6196 -0.9350 0.7209
Cl -4.3108 -0.7862 2.5517
C -0.9468 -1.7160 0.1556
C -1.3430 -3.2918 -0.0545
F -1.5077 -3.8637 1.3343
F -0.1876 -4.0632 -0.6418
F -2.6295 -3.5359 -0.7440
O 0.5463 -1.6888 0.3090
H 0.3881 2.1584 0.7352
H -1.0092 1.0818 1.3985
H -1.3940 1.5857 -1.2183
H 0.3583 0.8982 -1.6633
H -0.7987 -1.2465 -2.0706
H -3.4792 -1.3638 -1.7989
H -2.9260 0.3865 -2.2267
H -4.4674 0.9610 -0.5385
H -3.0424 0.7681 0.6796
H -4.3971 -2.0032 0.2969
H -5.7695 -0.7231 0.4811
H -1.4522 -1.3368 1.1487
C 4.4914 -0.4472 3.0785
N 5.9460 -0.4656 3.3907
O 6.3801 0.4345 4.1191
O 6.6110 -1.3831 2.8957
H 4.0338 0.4097 3.5775
H 4.3879 -0.3630 1.9948
H 4.0634 -1.3817 3.4471
C -1.8636 -0.2631 -6.2253
N -2.3295 -0.2917 -4.8126
O -1.6958 0.3844 -3.9938
O -3.3182 -0.9921 -4.5656
H -0.9909 0.3895 -6.2964
H -1.6048 -1.2855 -6.5078
H -2.6837 0.1221 -6.8350
C 4.2714 3.2858 2.2515
N 2.8116 3.4826 2.4613
O 2.0439 2.7908 1.7823
O 2.4778 4.3259 3.3018
H 4.4184 2.5185 1.4884
H 4.6889 4.2402 1.9242
H 4.7016 2.9697 3.2041
*
```

Output
* SMILES: O=S1(=O)CC[C@H](CCCCl)[C@@H](C(F)(F)F)O1.C[N+](=O)[O-].C[N+](=O)[O-].C[N+](=O)[O-]
* E_HOMO: -10.719 eV
* orbital gap: 9.960 eV
* LUMO: -0.028 Eh


The following is a quantum chemistry calculation of C5H6O2 as an isolated structure at a distorted geometry, from OMol25.

The geometry in ORCA input format:
```
! wB97M-V def2-TZVPD RIJCOSX def2/J DEFGRID3
* xyz 0 1
C -0.0253 1.0398 0.6718
C 0.1093 0.6724 -1.5041
C 0.3830 -0.6290 -1.4094
C -0.5892 -1.3126 0.7033
C -0.7796 -0.1061 1.2123
H -0.0780 1.9883 1.5902
H 1.0977 0.6361 0.7610
H 1.2279 1.2668 -2.0304
H 1.1002 -1.1398 -2.2825
H -0.9991 -2.1570 1.1620
H -1.4003 -0.2114 2.1169
O -0.3587 1.5152 -0.6172
O 0.3120 -1.5627 -0.3738
*
```

Output
* energy above the lowest of the compared OMol25 structures with the same formula, charge and spin: 124.1 kcal per mole
* E_HOMO: -8.809 eV
* orbital gap: 9.450 eV
* LUMO: 0.024 Eh


The following is a quantum chemistry calculation of a 2-piece molecular cluster, C4H12NO2 overall at a distorted geometry, from OMol25.

The geometry in ORCA input format:
```
! wB97M-V def2-TZVPD RIJCOSX def2/J DEFGRID3
* xyz -1 1
C 0.3180 -1.6154 -0.4985
C 0.7435 -0.5644 0.5870
C 1.9995 0.2951 0.1736
N -0.5036 0.2179 0.8982
C -0.5556 1.4699 -0.1022
O 0.0220 2.5355 0.4047
H 0.7299 -1.5076 -1.4942
H 0.7817 -2.5355 -0.0787
H -0.7435 -1.7805 -0.4913
H 1.0968 -1.0721 1.5103
H 1.7983 1.1176 -0.5336
H 2.0763 0.9680 1.0410
H 2.6670 -0.4057 -0.3127
H -0.4759 0.6042 1.8348
H -0.1556 1.0818 -1.0471
H -1.6628 1.5893 -0.1994
H -1.9977 -0.4205 -0.5197
H -3.2178 0.3950 -0.3434
O -2.9204 -0.3726 -0.8288
*
```

Output
* energy above the lowest of the compared OMol25 structures with the same formula, charge and spin: 37.4 kcal per mole
* E_HOMO: -2.905 eV
* orbital gap: 6.935 eV
* LUMO: 0.148 Eh


The following is a quantum chemistry calculation of C22H32BCl3N12OSiTi as an isolated structure, from OMol25.

The geometry in ORCA input format:
```
! wB97M-V def2-TZVPD RIJCOSX def2/J DEFGRID3
* xyz 1 4
Ti 0.5029 -0.6121 0.3564
C 4.7349 -1.7297 -0.3898
C 3.3787 -2.0341 -0.3295
N 2.6762 -0.9826 0.0798
N 3.5639 0.0151 0.3307
C 4.8004 -0.4157 0.0272
B 2.9967 1.3931 0.8273
N 2.1068 1.9213 -0.3443
C 2.4383 2.8635 -1.2452
C 1.6113 2.7435 -2.3433
C 0.7865 1.6673 -2.0301
N 1.0782 1.1748 -0.8298
N 2.1955 1.1807 2.1432
C 2.5026 1.6730 3.3597
C 1.5864 1.1910 4.2699
C 0.7340 0.3884 3.5107
N 1.1065 0.3876 2.2370
N 4.0793 2.4037 1.1627
C 5.3374 2.2750 1.6592
C 5.7821 3.5168 2.0315
C 4.7018 4.3684 1.7405
N 3.6839 3.7017 1.2336
H 5.5493 -2.3575 -0.7025
H 2.8710 -2.9531 -0.5777
H 5.6522 0.2331 0.0887
H 3.2261 3.5630 -1.0330
H 1.6090 3.3492 -3.2314
H -0.0060 1.2175 -2.6074
H 3.3387 2.3382 3.4897
H 1.5426 1.3913 5.3251
H -0.1193 -0.1986 3.8108
H 5.8201 1.3241 1.7841
H 6.7377 3.7641 2.4588
H 4.6255 5.4345 1.8812
C -4.9697 -0.2701 2.2272
N -3.7560 -0.8070 1.6372
C -3.9054 -1.8616 0.6535
C -2.5574 -0.3625 1.9992
O -1.4800 -0.8195 1.6110
H -5.6445 0.0772 1.4438
H -4.7221 0.5682 2.8748
H -5.4768 -1.0362 2.8150
H -4.4792 -2.6883 1.0746
H -2.9181 -2.2022 0.3497
H -4.4279 -1.4810 -0.2267
H -2.5936 0.4734 2.7116
C -4.1078 0.9413 -2.2357
C -2.8986 1.5655 -1.5714
N -2.1004 0.4920 -0.9954
C -1.8197 -0.6625 -1.6767
N -0.8453 -1.4185 -1.2413
C -0.6271 -2.6958 -1.9091
C -0.9164 -2.5985 -3.3951
C -2.3490 -2.1394 -3.5642
N -2.6232 -0.9702 -2.7270
C -3.6302 -0.0576 -3.2678
H -4.7257 1.6978 -2.7177
H -4.7169 0.4454 -1.4769
H -3.1956 2.2305 -0.7611
H -2.3205 2.1594 -2.2890
H -1.3791 0.7992 -0.3534
H -1.2583 -3.4753 -1.4587
H 0.4062 -2.9979 -1.7323
H -0.7708 -3.5577 -3.8910
H -0.2321 -1.8796 -3.8520
H -3.0441 -2.9435 -3.3008
H -2.5561 -1.8598 -4.5985
H -4.4598 -0.6641 -3.6359
H -3.2075 0.4671 -4.1329
Cl -0.5675 -6.0645 2.1332
Si -1.0905 -4.0987 1.9701
Cl 0.6721 -3.0283 1.6305
Cl -1.9366 -3.4726 3.7352
*
```

Output
* energy above the lowest of the compared OMol25 structures with the same formula, charge and spin: 0.0 kcal per mole
* E_HOMO (spin up / spin down): -9.156 / -11.217 eV
* orbital gap (spin up / spin down): 7.350 / 6.601 eV
* ⟨S²⟩: 3.755
* LUMO (spin up / spin down): -0.066 / -0.170 Eh


The following is a quantum chemistry calculation of one molecule with the formula CHNOS at a distorted geometry, from OMol25.

The geometry in ORCA input format:
```
! wB97M-V def2-TZVPD RIJCOSX def2/J DEFGRID3
* xyz 0 3
C 0.8329 0.3815 -0.7334
N 1.8878 0.0931 -0.8509
O -1.3146 -1.1965 -0.3573
S -0.4685 -0.1299 0.4389
H -0.9375 0.8518 1.5027
*
```

Output
* energy above the lowest of the compared OMol25 structures with the same formula, charge and spin: 103.3 kcal per mole
* E_HOMO (spin up / spin down): -7.795 / -12.386 eV
* orbital gap (spin up / spin down): 6.865 / 9.120 eV
* ⟨S²⟩: 2.015
* LUMO (spin up / spin down): -0.034 / -0.120 Eh


The following is a quantum chemistry calculation of an isolated ion of composition C4H8NO and charge +1 at a distorted geometry, from OMol25.

The geometry in ORCA input format:
```
! wB97M-V def2-TZVPD RIJCOSX def2/J DEFGRID3
* xyz 1 1
C -0.0743 0.9896 0.1008
C 0.6655 -0.2056 0.7364
C -0.6357 0.6994 -1.2072
C 0.2868 -0.7531 1.8754
N -0.6140 -0.3464 -1.8352
O 0.7206 -1.7832 2.5807
H -0.8069 1.4790 0.7479
H 0.6045 1.8737 -0.2332
H 1.3408 -0.6994 0.0771
H -0.0617 -1.2114 -1.5333
H -1.0256 1.6283 -1.5817
H -0.8361 -0.4010 -2.8153
H -0.6464 -0.3110 2.3580
H 1.6654 -1.6736 2.4628
*
```

Output
* SMILES: [NH2+]=CC/C=C/O
* energy above the lowest of the compared OMol25 structures with the same formula, charge and spin: 32.0 kcal per mole
* E_HOMO: -13.464 eV
* orbital gap: 8.991 eV
* LUMO: -0.164 Eh


The following is a quantum chemistry calculation of C3H6CaN2O2S3 as an isolated structure at a distorted geometry, from OMol25.

The geometry in ORCA input format:
```
! wB97M-V def2-TZVPD RIJCOSX def2/J DEFGRID3
* xyz 0 1
Ca 0.1803 -0.5672 -0.3913
C 4.7315 0.8417 0.0021
O 3.7887 1.9151 0.0032
C 2.5104 1.5501 0.0187
O 2.1365 0.3903 0.0384
N 1.6795 2.6135 -0.0011
N 0.2975 2.4135 0.0055
H 5.7149 1.3015 0.0012
H 4.5980 0.2244 -0.8875
H 4.5988 0.2236 0.8906
H 2.0741 3.5516 0.0088
H -0.1452 2.8296 -0.8130
H -0.1373 2.7859 0.8499
S -3.4658 -3.1591 0.7209
C -2.1777 -2.2324 0.3086
S -2.3320 -0.5107 0.1234
S -0.6209 -2.9675 0.0533
*
```

Output
* energy above the lowest of the compared OMol25 structures with the same formula, charge and spin: 5.6 kcal per mole
* E_HOMO: -6.333 eV
* orbital gap: 5.516 eV
* LUMO: -0.030 Eh


Number 1: DFT total energy -66141.21330 eV. Number 2: DFT total energy -9371.71369 eV. Number 3: DFT total energy -9926.60396 eV. Number 4: DFT total energy -112501.91250 eV. Number 5: DFT total energy -15418.93811 eV. Number 6: DFT total energy -7806.71398 eV. Number 7: DFT total energy -61229.16692 eV.